# 1
45
Properties=species:S:1:pos:R:3:forces:R:3 method="wB97M-V/def2-TZVPD" relative_energy_kcal_mol=16.4 homo_energy_ev="-14.443 / -14.442" orbital_gap_ev="7.74 / 7.74" total_charge=+2 lumo_ev="-6.70 / -6.70"
Pt -0.6348 -0.2349 0.7103 0.2058 0.2341 -0.3055
C 1.2590 -1.9206 -0.7269 -0.0199 0.0488 -0.1031
C 0.9667 -0.7886 -1.6811 0.0595 -0.0458 0.0042
N -0.4201 -0.2735 -1.4625 -0.0783 -0.0691 0.1378
C -0.5502 1.0922 -2.0627 -0.0148 0.0707 -0.0510
C 0.2004 2.1564 -1.2693 -0.0164 0.0190 -0.0364
C 0.4342 3.4545 -1.6901 -0.0148 -0.0445 0.0096
C 1.0150 4.3267 -0.7704 -0.0076 0.0033 -0.0218
C 1.2990 3.9146 0.5263 -0.0209 -0.0291 0.0469
C 1.0219 2.5933 0.8525 -0.0699 0.0662 0.0778
C 1.1615 1.9978 2.2459 -0.0029 0.1036 -0.0258
N 0.5194 0.6469 2.4719 -0.1246 -0.1376 0.0394
C 1.5605 -0.3852 2.7262 0.1073 -0.0328 -0.0651
C 2.1251 -0.8518 1.3969 0.0261 0.0442 0.1376
N 0.9940 -1.4665 0.6667 -0.0822 0.0284 0.0783
N 0.5487 1.7743 -0.0560 -0.0590 -0.2499 0.0055
H 2.2899 -2.2621 -0.8324 -0.0030 -0.0086 0.0262
H 0.5999 -2.7669 -0.9233 0.0118 -0.0125 0.0154
H 1.0939 -1.1113 -2.7158 -0.0080 0.0160 0.0001
H 1.6479 0.0406 -1.4992 -0.0013 0.0015 -0.0212
H -1.0719 -0.8815 -1.9522 0.0035 0.0167 -0.0237
H -1.6117 1.3467 -2.0784 0.0071 -0.0042 -0.0085
H -0.2030 1.0586 -3.0984 -0.0177 -0.0133 0.0001
H 0.1677 3.7895 -2.6838 0.0051 0.0106 0.0053
H 1.2173 5.3488 -1.0615 0.0070 -0.0002 -0.0003
H 1.7051 4.6071 1.2522 -0.0089 0.0035 -0.0085
H 0.7352 2.6964 2.9646 0.0216 -0.0118 -0.0049
H 2.2216 1.9133 2.4938 -0.0103 -0.0260 0.0234
H -0.0572 0.7292 3.3026 0.0049 0.0153 0.0079
H 1.0964 -1.2253 3.2466 -0.0250 0.0213 0.0224
H 2.3525 0.0066 3.3655 0.0009 -0.0201 0.0152
H 2.9288 -1.5764 1.5367 0.0081 0.0098 0.0027
H 2.5021 -0.0100 0.8145 -0.0028 -0.0213 -0.0315
H 0.7117 -2.2862 1.2029 0.0088 -0.0045 -0.0089
Br -2.1187 2.7423 2.2938 0.0438 0.0241 -0.0075
C -3.1610 1.5985 1.2387 0.0685 -0.0155 0.0092
C -4.5129 1.8902 1.1289 0.0056 0.0031 -0.0007
C -5.3198 1.0562 0.3821 0.0651 -0.0263 -0.0066
C -4.7442 -0.0523 -0.2282 -0.0840 0.0268 0.0067
C -3.3982 -0.2669 -0.0708 0.0313 -0.0219 -0.0306
N -2.5861 0.5462 0.6473 -0.0081 0.0257 0.0733
H -4.9084 2.7585 1.6344 -0.0016 0.0019 -0.0023
H -6.3769 1.2623 0.2842 -0.0042 -0.0046 -0.0042
H -5.3315 -0.7463 -0.8114 0.0046 -0.0056 -0.0011
H -2.9251 -1.1332 -0.5133 -0.0105 0.0110 0.0245

# 2
195
Properties=species:S:1:pos:R:3:forces:R:3 method="wB97M-V/def2-TZVPD" relative_energy_kcal_mol=110.4 homo_energy_ev=-8.440 orbital_gap_ev=3.62 total_charge=+3 lumo_ev=-4.82
C 6.3892 24.4588 -7.8480 0.9124 -0.4572 -0.5739
C 7.0625 25.8367 -7.7623 -0.1296 0.2346 0.4677
C 7.4523 26.1226 -6.2954 -0.1221 -0.2200 -0.6736
N 8.4903 27.2021 -6.0326 2.6615 1.1419 -0.8969
C 8.8110 27.3420 -4.4990 -1.6613 1.0243 -1.0522
C 7.6545 28.1574 -3.8754 0.6772 0.4529 0.4805
C 7.3952 29.5311 -4.5240 -0.2638 -0.8678 0.0520
C 7.0654 29.3112 -5.9801 0.0404 0.3766 -0.4005
C 8.2274 28.6130 -6.7059 -1.9686 -0.9820 0.7721
C 9.9067 26.7796 -6.6660 -2.2415 -0.1451 0.5594
H 6.9907 23.7232 -7.3138 -0.1429 -0.0972 0.1525
H 6.4459 24.1474 -8.8910 -0.1845 -0.0346 -0.0561
H 5.3488 24.3630 -7.5375 0.1474 0.4601 0.2507
H 6.3413 26.5418 -8.1756 0.1713 0.4528 0.2362
H 7.9542 25.8891 -8.3869 -0.0479 -0.3086 -0.1536
H 7.9437 25.2276 -5.9138 -0.1535 -0.0452 0.1552
H 6.5098 26.2480 -5.7623 0.3992 0.4823 0.5029
H 8.9066 26.3261 -4.1158 0.0135 0.1332 0.0377
H 9.7481 27.8959 -4.4423 -0.0484 -0.1511 0.0537
H 6.7535 27.5446 -3.8498 -0.0773 0.1253 -0.0143
H 7.8538 28.4955 -2.8585 0.3974 -1.0054 0.3367
H 6.5742 29.9426 -3.9369 -0.2141 0.1905 -0.3918
H 8.2215 30.2255 -4.3722 0.2894 -0.1437 -0.1255
H 6.1354 28.7461 -6.0418 0.0585 -0.3021 -0.1336
H 6.8484 30.2426 -6.5031 0.1579 0.1164 -0.0690
H 7.9358 28.3929 -7.7329 0.1749 -0.1392 0.0388
H 9.0811 29.2901 -6.7339 0.4491 -0.6618 0.4072
H 10.5884 27.4707 -6.1702 0.2558 -0.4680 -0.4974
H 9.8657 26.8488 -7.7531 0.0172 0.4356 0.1830
H 10.0274 25.7184 -6.4484 0.3805 0.2023 0.3873
C 13.3059 16.1197 3.8048 0.3177 1.4147 -0.1113
C 13.0646 17.5568 3.1259 -0.7882 -1.1112 1.0879
C 12.9106 17.4487 1.6165 1.8594 0.1978 -0.6344
N 12.4552 18.6841 0.8368 0.5937 0.3000 0.2613
C 13.3358 19.9090 1.3080 -0.9815 0.4513 -0.0431
C 13.1288 21.1809 0.3815 -0.4558 -1.7893 2.2428
C 13.2825 20.8741 -1.0588 -0.3137 0.4077 -0.8514
C 12.5000 19.6156 -1.5918 0.8175 0.9541 0.6499
C 12.7019 18.3750 -0.6917 -0.0112 0.9934 0.7805
C 11.0008 18.9830 1.1161 0.3034 -0.6432 -1.4283
H 14.3018 15.7258 3.6019 -0.2563 -0.3097 -0.7963
H 12.4673 15.4556 3.5955 0.3309 -0.1557 -0.4229
H 13.3613 16.1420 4.8932 -0.3746 0.7313 0.0913
H 13.8274 18.2907 3.3861 0.1937 -0.3486 0.0345
H 12.1483 17.9272 3.5857 -0.1835 0.0957 -0.0591
H 12.4591 16.5196 1.2686 -0.9222 0.4064 0.0578
H 13.9166 17.3434 1.2102 0.2997 -0.1714 0.1590
H 14.3716 19.6294 1.5005 0.0820 -0.4283 -0.9037
H 12.9770 20.0496 2.3277 -0.2625 0.4667 -0.1328
H 13.8090 21.9931 0.6381 0.0974 -0.2745 0.3937
H 12.1253 21.5566 0.5815 -0.0834 0.0041 0.0944
H 14.3427 20.9767 -1.2901 0.0478 -0.8111 -0.4235
H 12.8530 21.8033 -1.4332 -0.0919 -0.3047 -1.1045
H 12.8422 19.4025 -2.6045 0.1120 -0.2930 0.1072
H 11.4662 19.9306 -1.7337 -0.1926 -0.4032 0.3042
H 13.7413 18.0470 -0.7005 0.0541 0.1792 -0.1252
H 12.0995 17.5075 -0.9612 -0.2871 0.2222 0.0976
H 10.6944 19.7304 0.3842 -0.1261 0.2330 0.5128
H 10.7826 19.2361 2.1536 0.3391 0.0879 -0.2235
H 10.4908 18.0682 0.8141 -0.2481 0.0152 0.2898
C 4.6716 16.6623 -11.9343 -0.6068 0.2326 0.6635
C 4.1051 16.0412 -13.1746 -0.6642 -0.7256 -0.8839
C 2.5388 16.3167 -13.3007 1.2396 0.8332 -1.1185
N 1.8922 15.8336 -14.5922 -0.5382 -1.6510 -1.1786
C 2.0292 14.2783 -14.6292 1.0335 0.3537 -1.5090
C 1.2074 13.6026 -15.7476 -0.4071 0.6971 0.4847
C -0.2487 13.9603 -15.5466 -0.7283 0.3077 -1.3066
C -0.4570 15.5042 -15.7213 0.7223 -1.5351 0.8859
C 0.4049 16.1734 -14.6131 -0.0367 1.1327 -0.1027
C 2.5517 16.4920 -15.8462 0.7717 -1.2273 1.6003
H 5.7467 16.5497 -11.7943 -0.1301 -0.2794 -0.2271
H 4.1365 16.1269 -11.1500 0.3333 0.4573 0.6904
H 4.4677 17.7316 -11.8791 -0.1089 -0.0098 0.1127
H 4.2953 14.9698 -13.1107 -0.3312 -0.2082 0.0956
H 4.7119 16.3116 -14.0388 -0.5159 0.5143 -0.2638
H 2.3612 17.3904 -13.3612 0.2022 0.1833 0.3335
H 1.9550 15.9478 -12.4573 0.1784 -0.3044 -0.1038
H 1.8094 13.8958 -13.6324 -0.2035 0.1701 -0.0780
H 3.0843 14.1216 -14.8531 0.0578 -0.0967 0.3387
H 1.3498 12.5239 -15.8129 0.2262 0.0040 0.6012
H 1.4812 13.9404 -16.7472 0.3692 0.2584 0.0686
H -0.6499 13.5556 -14.6174 0.0821 0.3529 0.2841
H -0.8362 13.4706 -16.3232 -0.0500 -0.0580 -0.0611
H -1.5315 15.6834 -15.6820 0.1254 0.5053 0.8358
H -0.2406 15.8028 -16.7470 0.6325 0.0660 0.0991
H 0.0405 15.9290 -13.6153 -0.1939 -0.1410 -0.1048
H 0.4779 17.2587 -14.6828 -0.6768 0.1155 -0.0276
H 2.1824 16.0226 -16.7580 -0.1371 0.3098 0.2716
H 3.6016 16.2426 -15.6924 -0.0434 -0.0070 -0.5429
H 2.5027 17.5804 -15.8146 -0.6012 -0.1725 0.0672
C 0.9919 18.3632 -6.8805 0.2500 0.6420 1.1459
C 0.7224 16.9990 -6.2552 1.2085 -0.5726 0.3033
C 1.5910 16.8041 -4.9694 -0.4300 -0.6580 0.7710
N 1.4910 15.3677 -4.2037 1.8573 -0.5994 -2.2034
C 0.0689 14.9110 -3.9288 1.0451 1.5454 -0.6581
C -0.5373 15.9278 -3.0017 0.1606 -0.4847 1.3037
C 0.2368 15.8786 -1.6725 0.3108 0.5217 1.6929
C 1.7346 16.2335 -1.7795 -0.1559 -0.9860 -2.4122
C 2.3303 15.2749 -2.8922 -0.6216 1.5255 0.6969
C 2.1715 14.3372 -5.1703 -0.5349 -1.0764 0.6825
H 0.3390 18.5344 -7.7364 0.1840 0.0321 0.0734
H 2.0455 18.5058 -7.1210 -0.0231 -0.3252 -0.4485
H 0.8427 19.1379 -6.1284 -0.4388 0.2434 -0.1227
H 1.0124 16.3210 -7.0579 -0.3117 -0.6933 0.3351
H -0.3297 16.9054 -5.9863 0.0039 -0.1370 -0.1676
H 1.2698 17.5790 -4.2734 0.1052 -0.2631 0.2136
H 2.6724 16.9006 -5.0667 -0.1047 0.0929 -0.4637
H -0.4694 14.9040 -4.8765 0.2044 -0.3655 -0.0227
H 0.1278 13.9320 -3.4532 -0.0971 -0.0199 -0.2025
H -0.4952 16.9757 -3.2987 -0.1745 -0.2337 -0.6817
H -1.5767 15.6000 -2.9845 -0.1779 0.4229 0.7818
H -0.1190 16.5372 -0.8801 -0.6631 0.4226 -0.4440
H 0.1917 14.9380 -1.1237 -0.2102 -0.5909 -0.5485
H 1.9139 17.2426 -2.1504 -0.1890 0.2027 0.2789
H 2.2501 16.1387 -0.8238 0.0215 -0.2341 -0.1926
H 3.3644 15.5304 -3.1232 -0.0733 -0.0616 -0.2330
H 2.2637 14.2439 -2.5448 -0.0532 -0.0536 -0.2902
H 3.1478 14.4832 -5.6327 -0.0102 1.5017 0.4156
H 1.5312 13.9919 -5.9820 -0.4887 0.5410 0.2276
H 2.3827 13.4482 -4.5761 -0.4030 -0.0385 0.2554
C 7.9436 11.7862 0.6561 0.4245 0.5202 0.3964
C 8.0305 11.0547 -0.6860 -0.9253 -0.2770 -0.4740
C 8.0089 9.5332 -0.5688 0.2381 -0.9864 -0.2299
N 7.9957 8.7044 -1.9355 -0.1199 0.4173 0.2564
C 7.4197 7.3115 -1.5977 1.9615 -0.7474 0.9555
C 8.4314 6.4991 -0.7343 -0.1462 0.0461 -0.1323
C 9.8258 6.3793 -1.3092 0.1258 1.5643 -1.1795
C 10.3907 7.7829 -1.7924 -0.8503 -1.1281 1.8092
C 9.4345 8.6440 -2.5769 -0.5488 -1.6779 -0.1431
C 7.0254 9.2388 -3.0013 1.7808 0.8638 1.3483
H 7.0125 11.6892 1.2146 0.0220 -0.8088 -0.0725
H 7.9873 12.8730 0.5840 0.1597 0.0510 -0.7915
H 8.8040 11.5713 1.2898 -0.1482 -0.3991 0.1713
H 8.8327 11.4457 -1.3118 0.2074 -0.1589 0.1643
H 7.1055 11.2323 -1.2346 -0.0200 0.5994 -0.1359
H 7.1332 9.2122 -0.0048 -0.4850 0.1712 -0.4581
H 8.7752 9.0558 0.0419 0.5517 0.4365 -0.3773
H 6.5135 7.4070 -0.9995 -0.0762 0.4681 -0.3942
H 7.2014 6.7666 -2.5161 0.0938 0.2878 -0.1056
H 8.4871 6.9144 0.2719 -0.2044 -0.0507 0.0671
H 8.1148 5.4588 -0.6595 -0.6679 0.1910 0.2603
H 10.4978 5.9659 -0.5572 0.0194 -0.0367 -0.1976
H 9.7610 5.6997 -2.1590 0.3054 -0.0996 -0.0871
H 10.5498 8.3435 -0.8713 0.9809 -0.0848 0.0270
H 11.2877 7.5861 -2.3795 0.1144 0.5010 0.2305
H 9.9109 9.6084 -2.7534 -0.8339 0.3328 0.2351
H 9.3680 8.1185 -3.5296 -0.8017 0.3734 -0.3131
H 7.0221 8.4508 -3.7543 -0.7256 0.4065 0.0285
H 7.4836 10.1556 -3.3725 -0.0766 -0.0988 -0.3452
H 6.1308 9.5589 -2.4672 -0.3560 -0.6952 -0.4755
C 14.0761 13.2534 -5.8980 -0.3429 -0.9455 -1.4911
C 13.9310 12.6249 -7.3406 -0.2161 0.8715 0.7221
C 12.6509 13.0747 -8.0091 0.1574 0.3814 -0.7970
N 12.8265 13.2041 -9.5465 0.0050 -0.8371 -0.6164
C 11.4145 13.1489 -10.1479 -0.0770 0.3234 -1.1067
C 11.4095 13.6048 -11.6491 1.1024 0.8165 0.4597
C 12.1386 14.9395 -11.8712 0.5067 -0.2985 1.0651
C 13.5665 14.9911 -11.3217 -0.1788 -1.5947 0.5386
C 13.5951 14.5347 -9.8101 -1.4095 0.5851 -1.5329
C 13.6444 12.0293 -10.1567 0.5272 0.7125 0.6613
H 15.0634 13.0101 -5.5054 -0.2898 -0.1494 0.2655
H 13.2460 12.9030 -5.2847 0.2887 0.1450 0.3526
H 14.0248 14.3346 -6.0258 -0.0984 -0.0011 0.1518
H 13.8112 11.5471 -7.4505 1.1171 -0.1789 0.7584
H 14.8039 13.0086 -7.8688 -0.0466 -0.3844 -0.2107
H 12.2847 14.0348 -7.6455 0.1004 0.1532 -0.2844
H 11.8518 12.3575 -7.8213 0.0096 -0.0778 -0.2432
H 10.7226 13.6518 -9.4723 0.2887 0.7556 -0.2142
H 11.0615 12.1196 -10.0840 0.4510 -0.2120 -0.0266
H 10.4479 13.8727 -12.0869 -0.4094 -1.1067 0.4438
H 11.9568 12.8640 -12.2319 -0.5231 -0.3139 -0.1496
H 11.5587 15.6676 -11.3040 -0.0243 0.5149 -0.3594
H 12.1842 15.1922 -12.9305 -0.3364 0.0638 0.0993
H 13.9093 16.0039 -11.5331 0.4469 -0.0549 0.8103
H 14.2302 14.2929 -11.8318 0.0011 0.1427 -0.5253
H 12.9739 15.2936 -9.3343 0.5069 -0.0556 0.7655
H 14.6027 14.3734 -9.4269 -0.2809 0.3814 0.1425
H 14.6312 12.0222 -9.6938 -0.1954 0.0620 0.2143
H 13.8805 12.1694 -11.2115 -0.7048 0.2579 0.0516
H 13.1939 11.0519 -9.9840 -0.3681 0.3346 0.0408
O 8.7567 17.4813 -6.0984 1.0056 -0.0235 -1.4307
C 8.1075 16.8870 -5.0880 -2.0416 0.3770 2.1148
O 7.7397 15.7168 -5.1721 0.2715 -1.5703 -0.6058
O 7.8382 17.6970 -4.1558 0.2809 -0.1469 0.4377
H 8.7447 18.3462 -5.6820 0.4566 0.9216 -0.4448
O 10.3915 20.5347 -10.2334 -3.3641 -0.8899 0.4667
C 11.5167 21.1979 -10.2329 3.4250 4.1138 -3.3083
O 12.4944 20.4796 -10.0033 2.0433 -1.8832 1.6039
O 11.6190 22.3589 -10.7047 -1.4441 -0.0785 1.0216
H 10.8629 19.7454 -9.9572 -0.7368 -1.3894 0.2942
O 4.4691 20.9677 -2.7788 -1.4170 -2.4200 -0.3276
C 4.8830 22.2212 -2.6443 -1.6435 3.7323 0.7572
O 4.1147 23.1766 -2.5361 -2.8831 0.0884 -0.3468
O 6.0676 22.3867 -2.5762 5.8361 -0.7003 -0.0490
H 5.3329 20.5496 -2.7537 0.1955 -0.6978 -0.1572

# 3
14
Properties=species:S:1:pos:R:3:forces:R:3 method="wB97M-V/def2-TZVPD" relative_energy_kcal_mol=99.6 homo_energy_ev=-7.945 orbital_gap_ev=8.93 lumo_ev=0.99
C 2.9154 -0.5850 -0.2106 -0.3986 0.1419 0.1548
C 1.7965 -0.3716 0.1976 0.4446 0.3088 -0.1814
C 0.4593 -0.1363 0.6276 -0.3134 1.1985 -1.2727
C -0.5362 1.1629 -0.3527 0.0391 -0.3370 -0.6959
C -1.6194 0.1181 -0.1410 -0.2951 -0.0814 -0.1456
C -0.6539 -1.0359 0.1070 -0.1714 -0.0307 0.0343
H 3.9115 -0.7356 -0.5657 -0.2063 -0.0462 0.1144
H 0.1944 0.8881 0.9670 0.4302 -0.7437 2.1643
H -0.7806 2.1940 -0.0142 0.6263 -0.6861 0.1432
H -0.0128 1.1833 -1.2962 -0.2324 -0.0908 -0.4155
H -2.1807 0.3263 0.7783 0.0670 0.0968 -0.2361
H -2.3154 0.0045 -0.9701 -0.1241 -0.0263 0.0718
H -0.3462 -1.4760 -0.8544 -0.0297 0.1216 0.2399
H -1.0105 -1.8494 0.7490 0.1638 0.1748 0.0246

# 4
39
Properties=species:S:1:pos:R:3:forces:R:3 method="wB97M-V/def2-TZVPD" relative_energy_kcal_mol=75.4 homo_energy_ev=-8.298 orbital_gap_ev=8.49 lumo_ev=0.20
C -1.6992 -0.5857 -2.0894 -1.8782 0.6199 0.0925
O -2.0576 0.2232 -3.2221 0.9477 -0.0503 -0.3977
C -1.4784 0.2751 -0.8588 -1.7845 -1.7364 0.9795
C -2.0807 -0.5460 0.3987 2.0298 1.0864 0.0510
C -1.1604 -0.2792 1.5756 -0.2500 -0.7080 1.1096
C -0.3665 -1.2419 2.0745 -0.2781 0.6409 -0.3368
N 0.5795 -1.0675 3.0917 -0.7771 -0.7844 -1.9890
C -1.3037 1.0679 2.2251 -1.4650 0.6900 -1.8107
H -2.5449 -1.2698 -1.9209 0.2661 0.0684 0.1180
H -0.8192 -1.1987 -2.1868 0.2630 -0.0671 -0.8961
H -2.9899 0.1261 -3.4205 -0.0050 -0.1842 0.1223
H -2.0931 1.1720 -0.8347 0.4010 0.2189 -0.5803
H -0.4159 0.4671 -0.7739 0.1176 0.3480 0.3638
H -2.1699 -1.6268 0.3059 0.1330 -0.0404 -0.6090
H -3.0772 -0.1391 0.5328 -0.2147 -0.0585 0.3184
H -0.3815 -2.2252 1.6163 0.0148 -0.1172 0.1616
H 0.5978 -0.1307 3.4422 0.3346 -0.3970 1.1804
H 0.7285 -1.9403 3.5605 0.4098 0.6170 1.0158
H -2.3095 1.1350 2.6635 0.3872 -0.2774 0.7911
H -0.5277 1.4987 2.8515 -0.0359 -0.1711 0.0664
H -1.5352 1.7463 1.3762 0.8474 0.2449 0.3724
H 0.1678 -1.3499 -0.1550 0.1778 0.0477 0.2211
H 1.6253 -1.7914 -0.4363 -0.1519 -0.1656 0.1319
O 0.7218 -1.7882 -0.8062 0.3331 -0.0278 -0.3858
H 0.8791 -1.3863 -3.7617 -0.5631 -0.0948 -0.8832
H 1.8245 -1.3564 -2.7345 0.6891 -0.0367 1.2813
O 1.8166 -1.5422 -3.6618 -0.1847 0.1050 -0.4490
H 1.9664 1.4399 -0.3862 0.0035 -0.0446 -0.1402
H 2.0822 2.9564 -0.5542 -0.1943 0.3382 -0.2195
O 2.5519 2.1885 -0.2363 0.1803 -0.3139 0.3643
H -1.5858 2.7423 -2.9592 -0.1815 -1.4521 -0.4735
H -0.5817 2.6136 -1.7022 -0.0037 -1.1553 -0.1354
O -1.0906 3.1579 -2.2790 0.2234 2.6333 0.5739
H 3.8929 -1.4427 0.4739 0.1575 0.1396 -0.0199
H 2.7708 -1.9044 1.4011 0.0422 0.0972 0.0351
O 3.1222 -2.0127 0.5072 -0.1231 -0.0722 0.1865
H 2.8420 1.8493 2.0794 0.2473 -0.0454 0.1492
H 1.6334 1.0155 2.1685 0.0203 -0.2750 0.0517
O 2.4663 1.1502 2.6351 -0.1359 0.3800 -0.4119